17
Properties=species:S:1:pos:R:3:forces:R:3 method="wB97M-V/def2-TZVPD" e_lumo_ev=-0.634 energy_ev=-9787.8285
C -2.593 -0.588 0.058 1.97 -1.04 3.03
C 0.377 1.489 -0.331 0.59 0.98 -0.53
C 1.021 0.921 0.709 1.02 -1.85 5.96
C 1.499 -0.564 0.420 -2.04 -1.81 -3.20
C 0.134 -0.400 0.949 -5.35 1.30 0.91
H -2.850 -0.336 1.279 -0.05 -0.25 -3.76
H -2.707 -1.721 -0.002 0.87 1.26 0.30
H -3.253 -0.333 -0.792 0.60 1.16 0.87
H 0.899 2.325 -0.644 -0.10 2.00 -1.88
H 1.435 1.645 1.600 -0.65 -2.27 -2.40
H 2.264 -0.929 0.998 1.37 -0.47 1.81
H 0.623 0.138 -1.640 1.35 -1.94 0.86
H 3.433 -1.730 -0.945 -3.12 1.15 -0.27
H -0.601 -0.648 1.815 2.88 -0.10 -0.46
N -1.097 -0.172 -0.088 2.96 0.90 -0.26
N -0.657 0.944 -0.812 -3.92 -1.98 -1.79
N 1.486 -1.281 -0.885 1.61 2.96 0.83

=====

9
Properties=species:S:1:pos:R:3:forces:R:3 method="wB97M-V/def2-TZVPD" total_charge=+1 e_lumo_ev="-6.435 / -6.435" energy_ev=-6698.7745
C -0.587 -1.072 0.087 0.26 -0.54 -0.83
C -1.552 -0.356 0.253 -2.74 0.18 0.36
C -0.100 1.281 0.058 0.66 1.26 2.20
N 0.666 -1.008 -0.214 1.46 -3.30 0.04
O -1.246 0.923 -0.239 -0.93 0.10 -0.28
H 0.471 0.608 0.738 -0.27 1.99 -0.47
H 0.148 2.291 -0.196 0.44 0.36 -0.45
H 1.231 -1.252 0.603 0.80 0.29 -0.47
H 0.969 -1.416 -1.091 0.32 -0.34 -0.10

=====

10
Properties=species:S:1:pos:R:3:forces:R:3 method="wB97M-V/def2-TZVPD" smiles="CO/C=N/O" e_lumo_ev=1.060 energy_ev=-7737.8524
C -1.882 -0.598 0.008 0.01 -0.11 0.56
C 0.137 0.659 -0.001 -0.37 -0.28 0.10
H -2.493 -0.651 -0.877 -0.14 -0.15 -0.37
H -1.159 -1.417 0.048 -0.39 0.11 0.03
H -2.548 -0.588 0.885 0.34 -0.15 -0.24
H 0.561 1.665 0.042 -0.04 -0.27 -0.08
H 2.612 -0.973 -0.051 -0.37 0.64 0.06
N 0.814 -0.413 -0.010 0.03 0.38 -0.07
O -1.208 0.659 -0.016 0.42 0.44 0.04
O 2.183 -0.099 0.013 0.50 -0.63 -0.03

=====

89
Properties=species:S:1:pos:R:3:forces:R:3 method="wB97M-V/def2-TZVPD" total_charge=-1 e_lumo_ev="1.844 / 1.822" energy_ev=-159564.2227
Ti 0.969 -0.689 0.221 -0.71 -1.47 0.88
C -1.184 3.940 1.591 -0.46 -0.22 0.31
C -0.183 3.002 1.764 -0.02 -0.18 0.48
N -0.408 1.702 1.629 -0.20 0.01 0.33
C -1.633 1.317 1.279 0.10 0.39 -0.16
C -2.606 2.290 0.990 0.08 -0.23 -0.08
N -2.397 3.583 1.169 0.13 0.15 0.18
C -1.900 -0.132 1.166 -0.47 -0.41 0.09
C -3.188 -0.584 1.262 0.27 0.44 0.02
C -3.519 -1.959 1.193 0.27 -0.38 -0.06
C -2.469 -2.833 1.082 -0.56 0.09 0.15
C -1.156 -2.365 1.014 0.84 -0.40 0.09
N -0.839 -1.012 0.998 -0.64 0.03 -0.30
C -0.022 -3.216 0.965 -0.38 0.68 0.08
C -0.043 -4.623 0.987 0.25 -0.54 0.05
N 1.025 -5.373 0.948 -0.32 0.13 0.03
C 2.213 -4.696 0.882 0.12 0.13 0.01
C 2.292 -3.342 0.846 0.11 -0.14 0.14
N 1.180 -2.547 0.892 -0.29 -0.91 0.00
C -4.914 -2.416 1.267 -0.12 -0.02 0.03
C -5.893 -1.699 1.958 0.11 -0.02 -0.03
C -7.195 -2.168 1.982 -0.06 -0.05 -0.01
N -7.599 -3.283 1.375 0.03 0.03 0.01
C -6.663 -3.970 0.721 -0.08 -0.01 0.02
C -5.336 -3.591 0.640 0.06 0.06 -0.01
H -1.012 4.996 1.764 0.07 0.01 -0.02
H 0.826 3.302 2.013 0.03 -0.01 0.08
H -3.562 2.024 0.560 -0.06 -0.10 0.06
H -3.981 0.137 1.378 -0.05 0.10 0.07
H -2.643 -3.900 1.094 0.01 0.01 -0.03
H -0.990 -5.150 1.042 -0.04 0.06 -0.02
H 3.111 -5.299 0.855 0.02 0.04 -0.02
H 3.246 -2.843 0.767 -0.01 0.02 0.01
H -5.638 -0.796 2.496 -0.02 0.01 0.00
H -7.960 -1.621 2.521 0.02 0.02 0.01
H -7.007 -4.871 0.223 0.06 -0.02 -0.01
H -4.636 -4.185 0.068 -0.03 -0.01 -0.03
F 3.357 -1.643 3.355 0.03 0.07 0.03
C 4.156 -0.737 2.803 -0.05 -0.05 -0.17
F 4.848 -1.327 1.821 -0.07 0.00 0.04
F 5.026 -0.310 3.717 0.02 0.02 -0.04
S 3.208 0.715 2.100 0.59 -0.59 1.22
O 1.965 0.047 1.677 1.20 1.27 1.41
O 4.141 1.233 1.158 -0.23 0.25 -0.14
N 2.993 1.683 3.306 -0.46 -0.12 -0.39
S 1.894 1.464 4.457 0.24 0.07 0.22
O 1.077 2.625 4.631 0.04 0.08 -0.23
O 1.298 0.165 4.491 0.02 -0.06 -0.02
C 3.013 1.543 5.934 -0.02 0.06 -0.12
F 3.792 2.626 5.886 -0.01 -0.05 0.02
F 2.266 1.614 7.038 -0.05 -0.02 0.01
F 3.789 0.464 6.028 0.01 -0.01 -0.02
N 2.867 -2.890 -3.399 0.04 -0.09 -0.01
C 2.545 -1.455 -3.259 -0.19 0.37 0.27
C 2.902 -0.661 -4.515 0.02 0.03 0.12
P 3.561 -0.895 -1.785 0.76 -0.95 0.30
O 4.584 0.284 -2.014 -0.35 0.03 0.04
O 4.618 -2.078 -1.683 0.08 0.18 0.05
O 2.829 -0.802 -0.472 0.61 0.27 -0.95
P 0.715 -1.288 -2.892 -0.76 -0.83 -0.30
O 0.223 -2.620 -3.726 0.20 0.08 0.24
O -0.001 -0.142 -3.478 0.22 0.08 -0.04
O 0.519 -1.675 -1.422 0.02 -0.09 -1.19
H 4.196 -2.895 -2.012 -0.16 -0.01 -0.17
H 3.435 -3.030 -4.226 -0.01 0.02 -0.02
H 2.023 -3.439 -3.505 0.02 -0.01 0.01
H 3.969 -0.757 -4.730 0.00 -0.01 -0.04
H 2.662 0.390 -4.378 0.02 0.02 -0.03
H 2.324 -1.048 -5.355 0.00 -0.01 0.00
H 4.295 1.070 -1.522 -0.07 0.12 -0.13
H -0.736 -2.555 -3.793 -0.05 -0.04 -0.12
C -2.708 5.729 -3.510 0.08 -0.03 0.00
C -1.619 4.831 -2.986 0.01 0.02 0.02
C -1.156 4.946 -1.681 0.05 0.00 -0.06
C -0.210 4.060 -1.188 0.35 0.07 -0.21
C 0.273 3.048 -2.001 -0.33 -0.14 0.12
C -0.146 2.938 -3.320 0.06 -0.07 -0.02
C -1.076 3.840 -3.804 0.02 0.00 0.00
S 1.248 1.785 -1.243 -0.06 1.30 -0.79
O 1.977 2.386 -0.159 -0.09 0.10 0.13
O 2.095 1.213 -2.280 -0.05 -0.05 0.05
O 0.220 0.806 -0.743 0.38 1.36 -0.98
H -3.003 6.469 -2.768 0.01 0.02 -0.01
H -3.588 5.138 -3.768 -0.02 0.03 -0.01
H -2.385 6.251 -4.413 -0.02 0.02 0.00
H -1.548 5.720 -1.032 -0.04 -0.01 -0.01
H 0.163 4.142 -0.176 0.01 0.09 -0.44
H 0.232 2.132 -3.932 -0.04 -0.06 0.00
H -1.408 3.759 -4.833 -0.03 -0.02 0.01

=====

12
Properties=species:S:1:pos:R:3:forces:R:3 method="wB97M-V/def2-TZVPD" e_lumo_ev="0.690 / -2.295" multiplicity=7 energy_ev=-8865.6070 s2=12.023
O -1.162 1.436 -1.213 2.30 1.14 -2.03
C -0.094 0.929 -1.788 -0.88 -1.82 -0.28
C 0.911 0.232 -1.137 0.05 1.63 0.00
H -0.148 0.831 -2.888 -0.23 0.13 0.41
H 1.327 0.710 -0.241 -0.32 -0.87 -0.07
H 1.489 -0.502 -1.703 0.05 0.52 0.22
Ru -2.050 0.923 0.402 -0.58 -0.94 1.81
C -0.557 -0.724 0.902 -0.01 -0.64 0.50
C 0.185 -0.713 2.023 -0.16 0.41 0.05
H -0.861 -1.733 0.571 -0.12 0.47 -0.15
H 0.620 0.213 2.420 -0.12 -0.29 -0.11
H 0.339 -1.603 2.651 0.02 0.26 -0.35

=====

10
Properties=species:S:1:pos:R:3:forces:R:3 method="wB97M-V/def2-TZVPD" e_lumo_ev="-0.026 / -0.258" energy_ev=-5713.5209
C -0.587 0.740 -1.304 1.65 -0.69 -0.44
C -0.097 -0.442 0.074 2.56 -4.41 4.48
C 0.499 -1.676 1.136 -2.96 7.80 -3.25
C -0.332 1.118 0.087 -1.49 -3.03 0.45
N -0.281 -0.537 -1.294 -0.86 -0.04 0.59
H -0.411 1.355 -2.112 -0.54 1.22 -2.25
H 0.911 -2.439 0.600 0.85 -2.20 -1.12
H 0.947 -1.208 2.006 -0.22 -0.44 0.12
H 0.566 1.616 0.244 1.35 1.32 0.45
H -1.214 1.473 0.563 -0.34 0.47 0.98

=====

111
Properties=species:S:1:pos:R:3:forces:R:3 method="wB97M-V/def2-TZVPD" total_charge=+2 e_lumo_ev="-6.367 / -7.087" multiplicity=4 energy_ev=-116996.0002 s2=3.788
Tc -0.083 0.414 -0.107 0.35 -0.62 0.35
N 0.802 1.955 7.720 0.07 -0.08 0.29
C 0.609 2.106 6.393 -0.06 0.01 -0.18
C 0.551 0.979 5.545 0.01 0.07 0.10
C 0.337 1.147 4.200 0.05 0.16 -0.25
C 0.187 2.427 3.668 0.07 -0.10 0.08
C 0.281 3.557 4.487 -0.04 -0.16 -0.26
C 0.480 3.393 5.834 0.01 -0.06 0.10
S -0.063 2.593 1.972 0.05 0.01 0.03
O -1.284 1.918 1.527 0.06 0.24 -0.09
O 0.099 3.970 1.599 -0.03 0.01 0.10
N 1.006 1.616 1.167 0.37 0.14 -0.20
C 2.388 1.765 1.340 0.01 0.06 0.33
N 3.142 0.919 0.653 0.05 0.11 -0.24
C 4.457 0.987 0.862 -0.10 0.08 -0.12
C 5.017 1.887 1.747 0.08 -0.06 -0.08
C 4.138 2.740 2.391 -0.22 0.06 0.01
N 2.822 2.691 2.192 -0.04 -0.09 -0.06
H 0.829 1.041 8.140 -0.01 0.13 -0.04
H 0.783 2.750 8.336 0.00 -0.08 -0.04
H 0.668 -0.014 5.962 0.00 0.03 0.01
H 0.312 0.298 3.526 -0.04 0.09 0.09
H 0.196 4.546 4.058 0.00 -0.03 -0.01
H 0.539 4.262 6.478 0.00 -0.03 0.00
H 5.072 0.295 0.298 -0.02 -0.01 -0.01
H 6.083 1.934 1.914 -0.02 -0.01 0.00
H 4.493 3.492 3.088 -0.05 -0.02 -0.02
N 2.437 -1.084 -1.665 -0.09 0.01 0.30
P 1.794 -1.941 -0.306 0.15 0.48 -0.16
C 1.843 -3.667 -0.855 -0.04 0.03 -0.06
C 1.924 -4.024 -2.200 -0.02 -0.03 -0.03
C 1.919 -5.363 -2.569 0.02 0.01 -0.01
C 1.823 -6.350 -1.600 0.00 -0.01 -0.01
C 1.745 -6.000 -0.257 0.00 -0.02 0.00
C 1.757 -4.668 0.115 -0.04 0.00 0.05
C 3.013 -1.949 1.029 -0.03 -0.14 0.02
C 4.297 -2.456 0.838 0.03 0.01 -0.05
C 5.229 -2.383 1.862 0.01 -0.03 0.01
C 4.871 -1.831 3.087 0.03 -0.02 0.02
C 3.583 -1.356 3.292 -0.10 -0.04 0.03
C 2.652 -1.419 2.264 0.04 0.03 0.09
P 1.683 0.392 -1.908 -0.15 0.02 -0.19
C 2.920 1.669 -2.232 -0.04 0.04 0.24
C 3.978 1.340 -3.076 0.10 0.04 -0.10
C 4.937 2.294 -3.388 -0.03 -0.06 -0.02
C 4.834 3.580 -2.878 -0.05 0.03 0.03
C 3.765 3.916 -2.057 0.05 0.03 -0.02
C 2.811 2.964 -1.735 0.02 -0.06 0.25
C 0.872 0.337 -3.536 0.13 -0.11 -0.02
C 0.519 1.536 -4.159 0.00 0.07 -0.02
C -0.114 1.522 -5.391 0.00 0.01 0.01
C -0.383 0.314 -6.022 -0.01 -0.01 -0.03
C -0.014 -0.879 -5.419 0.00 -0.04 0.00
C 0.608 -0.868 -4.178 -0.03 -0.03 0.03
H 3.399 -1.205 -1.957 0.02 -0.03 -0.12
H 2.026 -3.265 -2.965 0.00 -0.02 0.04
H 2.002 -5.633 -3.613 0.00 0.00 0.01
H 1.822 -7.394 -1.887 0.00 0.02 0.00
H 1.682 -6.770 0.501 0.00 0.02 -0.01
H 1.711 -4.407 1.167 -0.01 0.01 -0.03
H 4.574 -2.913 -0.107 -0.02 0.01 0.03
H 6.229 -2.770 1.713 -0.03 0.01 0.00
H 5.597 -1.786 3.889 -0.01 0.02 -0.02
H 3.302 -0.931 4.249 0.02 -0.02 -0.04
H 1.653 -1.023 2.403 0.01 -0.04 -0.01
H 4.065 0.357 -3.527 -0.06 -0.03 0.05
H 5.759 2.031 -4.041 -0.01 0.01 0.02
H 5.583 4.322 -3.123 -0.01 -0.01 0.00
H 3.683 4.917 -1.652 -0.01 -0.01 -0.01
H 2.013 3.226 -1.050 0.10 -0.05 -0.05
H 0.756 2.488 -3.697 0.01 -0.02 0.00
H -0.377 2.456 -5.872 0.00 -0.01 0.01
H -0.863 0.305 -6.993 0.01 0.00 0.02
H -0.201 -1.822 -5.919 0.00 0.03 0.01
H 0.891 -1.803 -3.712 -0.02 0.05 -0.03
C -1.336 4.244 -1.871 0.07 0.01 0.05
C -0.612 3.278 -1.170 -0.12 -0.02 -0.06
N -0.857 1.979 -1.289 -0.21 -0.04 0.02
C -1.848 1.584 -2.142 -0.03 0.09 -0.04
C -2.612 2.488 -2.883 0.04 -0.06 0.03
C -2.341 3.857 -2.716 -0.04 0.03 -0.05
C -3.599 1.987 -3.793 -0.01 0.04 0.00
C -3.759 0.660 -3.981 -0.01 -0.03 -0.02
C -2.957 -0.281 -3.258 0.04 0.04 0.02
C -3.014 -1.673 -3.462 -0.08 0.00 -0.06
C -2.172 -2.490 -2.762 0.08 -0.07 0.06
C -1.307 -1.934 -1.814 0.07 -0.07 -0.04
N -1.257 -0.635 -1.573 0.05 -0.08 0.02
C -2.042 0.188 -2.316 -0.10 0.02 -0.06
H -1.093 5.285 -1.715 0.00 -0.01 0.00
H 0.149 3.576 -0.475 0.05 0.07 0.10
H -2.923 4.590 -3.261 0.00 0.00 0.00
H -4.203 2.700 -4.342 0.01 0.00 0.01
H -4.492 0.284 -4.684 0.02 0.01 0.01
H -3.714 -2.080 -4.182 0.01 0.01 0.01
H -2.175 -3.562 -2.900 0.01 0.02 0.00
H -0.651 -2.562 -1.229 -0.06 0.01 -0.08
C -1.202 -1.970 3.390 0.03 0.04 0.09
C -1.663 -1.509 2.007 0.04 0.06 0.13
O -0.647 -0.799 1.368 -0.26 0.06 -0.24
C -2.917 -0.611 2.153 -0.14 0.08 -0.05
F -4.005 -1.344 2.440 0.17 0.11 -0.06
F -2.759 0.280 3.131 -0.03 -0.11 -0.11
F -3.165 0.061 1.009 -0.04 -0.17 0.11
C -2.051 -2.795 1.222 -0.13 -0.09 0.05
F -0.932 -3.384 0.750 -0.04 -0.04 0.11
F -2.683 -3.697 1.976 0.15 0.20 -0.14
F -2.846 -2.548 0.163 0.04 0.02 0.12
H -0.937 -1.112 4.001 -0.03 -0.06 -0.09
H -0.338 -2.625 3.280 0.00 0.01 0.00
H -1.993 -2.513 3.901 -0.01 -0.02 0.00

=====

28
Properties=species:S:1:pos:R:3:forces:R:3 method="wB97M-V/def2-TZVPD" total_charge=+1 e_lumo_ev=-3.620 energy_ev=-13486.8384
C 2.114 -0.772 -0.090 -0.84 -1.77 -0.88
C 3.062 0.263 0.536 -2.22 1.30 -1.27
C -0.269 0.106 -0.891 3.21 0.62 3.02
C -1.789 -1.665 0.017 -1.63 -0.16 2.66
C -2.708 0.587 -0.640 2.07 -0.90 -0.79
C -1.176 0.379 1.441 -0.05 2.09 -2.50
C -1.517 -0.111 0.024 1.04 -1.88 0.08
N 0.893 -0.711 -0.566 1.46 -0.37 0.46
N 2.778 -2.004 -0.077 -3.38 3.88 0.42
N 2.509 1.394 0.629 0.50 1.28 0.81
N 0.218 1.620 -0.806 -0.36 0.24 -2.11
H 4.107 0.232 0.804 0.23 -1.24 0.06
H -0.557 -0.031 -1.886 -0.11 -0.41 -1.63
H -2.485 -1.826 -0.775 -0.67 -0.49 -0.38
H -2.228 -2.147 1.029 0.44 1.77 -2.11
H -1.007 -2.360 -0.115 1.55 -0.10 -0.51
H -2.822 0.234 -1.718 -0.53 0.25 1.65
H -3.492 0.527 0.071 -1.36 -0.15 -0.10
H -2.367 1.584 -0.679 -0.41 1.73 -0.28
H -0.323 -0.126 1.744 1.98 -0.72 0.65
H -1.896 0.136 2.132 -2.02 -0.44 1.43
H -1.024 1.493 1.465 -0.04 -0.95 0.19
H 3.718 -1.999 -0.024 3.51 -0.44 0.34
H 2.245 -2.774 -0.257 -1.17 -2.48 -0.81
H 1.101 1.755 -0.159 -0.73 -0.57 -0.55
H 3.143 2.078 1.059 -0.33 0.00 -0.22
H 0.360 2.022 -1.791 0.16 -0.86 1.80
H -0.588 2.116 -0.475 -0.30 0.77 0.56